<a>
A 15-piece molecular cluster, H30O15 overall. Source: the Open Molecules 2025 dataset; level of theory: ωB97M-V/def2-TZVPD.

Geometry as ORCA input:
```
! RIJCOSX wB97M-V def2-TZVPD def2/J DEFGRID3
* xyz 0 1
H 1.45 0.07 -0.23
H -0.18 -0.15 -0.30
H -0.34 0.09 -3.04
H -1.24 -0.69 -1.97
H 0.15 -1.15 3.96
H 0.85 -0.14 2.99
H -2.00 -0.70 3.37
H -1.32 -1.68 2.47
H 0.88 -2.25 -2.00
H 1.16 -2.08 -0.47
H 0.91 3.81 -1.64
H 1.64 4.93 -1.30
H -1.88 3.38 -0.26
H -1.99 3.33 1.38
H 5.79 -0.69 0.12
H 5.68 -1.91 1.21
H -2.76 -3.95 0.75
H -3.57 -3.00 -0.10
H -2.03 -3.30 -1.80
H -0.93 -2.58 -1.32
H 3.03 0.37 -2.53
H 2.50 -0.56 -1.40
H 0.49 1.15 0.53
H 0.71 1.71 1.95
H 4.18 2.27 0.54
H 3.13 1.20 0.61
H -2.56 0.57 -1.80
H -2.55 -0.37 -0.71
H -4.14 1.61 -0.28
H -4.70 1.94 0.96
O 0.63 -0.50 0.03
O -0.35 -0.52 -2.24
O 1.05 -0.79 3.62
O -1.48 -0.81 2.53
O 0.71 -2.64 -1.09
O 1.14 4.32 -0.85
O -2.46 3.29 0.55
O 6.28 -1.36 0.58
O -3.35 -3.11 0.82
O -1.27 -3.47 -1.34
O 2.29 -0.13 -2.25
O 0.76 0.93 1.39
O 3.63 1.68 -0.04
O -3.03 -0.19 -1.42
O -4.92 2.07 0.01
*
```

* LUMO: -0.666 eV

<b>
A 15-piece molecular cluster, H30O15 overall. Source: the Open Molecules 2025 dataset; level of theory: ωB97M-V/def2-TZVPD.

Geometry as ORCA input:
```
! RIJCOSX wB97M-V def2-TZVPD def2/J DEFGRID3
* xyz 0 1
H -0.70 1.26 -0.33
H -0.23 0.31 -1.43
H 1.04 -2.12 -0.23
H -0.28 -1.91 -0.95
H -0.31 -2.37 -3.14
H -0.90 -3.07 -1.92
H 2.98 -3.55 1.61
H 2.37 -2.17 1.79
H 2.13 -0.59 3.11
H 2.77 -1.15 4.37
H -3.36 1.48 -4.33
H -4.16 2.47 -3.49
H -2.68 -2.06 1.97
H -4.16 -2.03 1.61
H -1.01 5.32 2.33
H -1.98 4.45 1.55
H -1.16 -2.97 2.48
H -1.44 -3.01 0.99
H 1.56 2.74 -1.77
H 0.88 1.55 -1.12
H -2.18 1.22 2.96
H -3.29 2.07 2.35
H 3.14 4.00 0.05
H 3.31 2.51 0.33
H 1.16 0.75 2.26
H 0.79 1.04 3.71
H 1.60 -2.11 -4.06
H 3.11 -2.16 -4.25
H 0.52 1.58 -4.04
H -0.63 0.93 -3.29
O -0.32 0.38 -0.47
O 0.39 -2.58 -0.76
O -0.93 -3.07 -2.88
O 3.11 -2.72 2.08
O 2.90 -1.08 3.41
O -3.67 1.65 -3.43
O -3.44 -2.64 1.80
O -1.90 5.31 1.96
O -0.92 -3.44 1.68
O 0.71 2.45 -1.41
O -2.62 1.42 2.12
O 2.82 3.13 -0.23
O 1.42 1.29 3.02
O 2.43 -1.86 -3.63
O 0.16 1.46 -3.16
*
```

* LUMO: -0.402 eV

<c>
A 15-piece molecular cluster, H30O15 overall. Source: the Open Molecules 2025 dataset; level of theory: ωB97M-V/def2-TZVPD.

Geometry as ORCA input:
```
! RIJCOSX wB97M-V def2-TZVPD def2/J DEFGRID3
* xyz 0 1
O -2.06 -0.32 1.94
H -1.40 -0.41 1.26
H -1.78 -1.07 2.52
O 0.07 -1.21 -2.22
H 0.95 -0.94 -2.59
H -0.30 -0.32 -2.07
O -0.01 4.04 -1.26
H 0.22 3.44 -0.53
H 0.57 4.76 -1.14
O -2.86 -0.95 -0.97
H -2.55 -0.99 -1.92
H -2.41 -1.66 -0.48
O -1.30 -3.41 0.35
H -0.54 -3.55 -0.24
H -1.81 -4.21 0.36
O -0.24 -2.38 2.48
H -0.50 -2.88 1.62
H 0.60 -1.95 2.27
O -2.89 1.67 -0.20
H -2.87 2.09 0.68
H -2.62 0.74 -0.15
O 0.08 -0.16 0.31
H 0.25 -0.83 -0.36
H 0.54 0.69 0.22
O -0.92 1.38 -2.11
H -1.54 1.49 -1.42
H -0.01 1.52 -1.87
O -0.02 2.85 1.33
H 0.04 3.78 1.57
H -0.67 2.38 1.80
O 2.88 -0.68 -0.44
H 3.68 -0.30 -0.20
H 2.17 -0.34 0.10
O 2.28 -1.35 2.57
H 3.24 -1.46 2.83
H 2.31 -0.40 2.33
O 2.05 1.28 1.68
H 2.80 1.69 2.00
H 1.38 1.95 1.61
O 1.81 1.81 -1.36
H 2.53 2.22 -0.84
H 1.72 2.44 -2.06
O -1.37 -3.53 -2.35
H -0.72 -4.13 -2.70
H -0.80 -2.76 -2.35
*
```

* LUMO: -0.594 eV

<d>
A 15-piece molecular cluster, H30O15 overall. Source: the Open Molecules 2025 dataset; level of theory: ωB97M-V/def2-TZVPD.

Geometry as ORCA input:
```
! RIJCOSX wB97M-V def2-TZVPD def2/J DEFGRID3
* xyz 0 1
O 2.50 -1.77 -1.86
H 2.55 -1.99 -0.91
H 3.28 -1.76 -2.40
O -2.15 0.44 -0.91
H -2.14 0.30 0.04
H -1.57 -0.20 -1.32
O -2.16 -4.12 -0.21
H -1.37 -3.90 0.30
H -1.87 -4.19 -1.11
O 0.59 -2.90 -0.56
H 0.65 -2.48 -1.43
H 0.07 -2.28 -0.05
O 3.40 -1.82 0.63
H 3.70 -1.03 1.06
H 3.85 -2.53 1.10
O 0.86 3.60 -3.08
H 0.09 3.81 -2.57
H 1.25 2.75 -2.85
O -2.15 -1.73 1.41
H -1.48 -1.88 0.75
H -2.46 -2.62 1.60
O -0.24 1.98 3.93
H 0.62 2.36 4.01
H -0.10 1.26 3.36
O 1.20 0.20 0.26
H 1.96 0.39 -0.30
H 1.09 1.02 0.73
O 2.66 1.44 -2.84
H 3.42 1.80 -2.37
H 2.81 0.50 -2.90
O -2.49 0.60 3.05
H -2.46 0.26 3.94
H -2.13 0.03 2.37
O -2.40 3.91 2.06
H -1.85 3.37 2.63
H -2.19 3.77 1.15
O -0.04 -0.04 -3.01
H 0.36 0.27 -2.19
H 0.79 -0.28 -3.45
O 0.77 -1.94 2.27
H 0.60 -1.04 2.18
H 1.29 -2.25 1.52
O -2.82 3.25 -1.27
H -2.52 2.36 -1.52
H -3.76 3.09 -1.23
*
```

* LUMO: -0.886 eV

Top of the stability list: <c>, leading by 0.0223 hartree.

<a>
A 15-piece molecular cluster, H30O15 overall. Source: the Open Molecules 2025 dataset; level of theory: ωB97M-V/def2-TZVPD.

Geometry as ORCA input:
```
! RIJCOSX wB97M-V def2-TZVPD def2/J DEFGRID3
* xyz 0 1
O 1.11 -0.65 -1.45
H 1.49 -1.13 -0.69
H 1.67 0.18 -1.72
O -3.87 0.50 1.05
H -4.02 1.35 1.51
H -2.82 0.38 1.07
O 3.62 1.63 -1.41
H 2.80 2.22 -1.64
H 4.02 1.54 -2.22
O 0.58 0.22 3.40
H 1.28 -0.32 3.61
H 0.76 1.22 3.66
O -1.11 2.89 2.50
H -1.48 3.39 3.22
H -1.79 2.53 1.97
O 2.35 -3.94 1.24
H 1.86 -4.55 0.84
H 2.87 -3.50 0.40
O -0.91 1.40 -0.04
H -0.50 2.30 0.20
H -0.53 0.74 0.55
O 2.13 3.24 -3.03
H 1.77 2.47 -3.37
H 1.46 3.91 -3.10
O -1.45 -4.14 1.08
H -1.93 -4.11 1.86
H -1.92 -4.04 0.23
O 3.09 -2.14 -0.45
H 3.83 -1.51 -0.77
H 2.46 -1.60 0.16
O 1.06 3.77 0.27
H 1.87 4.04 0.35
H 0.66 4.27 -0.44
O -2.87 -3.92 -1.86
H -2.41 -3.14 -2.12
H -3.29 -3.74 -1.09
O -0.96 2.30 -2.68
H -0.55 1.70 -2.08
H -1.70 2.78 -2.24
O 0.10 -0.95 1.20
H -0.08 -1.82 0.66
H 0.42 -1.15 2.12
O -3.05 -1.76 -0.44
H -2.23 -1.69 -0.06
H -3.79 -1.20 -0.28
*
```

* LUMO: -0.080 eV

<b>
A 15-piece molecular cluster, H30O15 overall. Source: the Open Molecules 2025 dataset; level of theory: ωB97M-V/def2-TZVPD.

Geometry as ORCA input:
```
! RIJCOSX wB97M-V def2-TZVPD def2/J DEFGRID3
* xyz 0 1
H -0.45 0.37 -0.45
H 0.21 -0.63 -1.39
H 2.00 3.72 0.38
H 2.02 4.54 -0.91
H -1.11 1.05 3.35
H -1.31 2.40 2.68
H -2.09 0.84 -1.00
H -2.39 1.60 -2.29
H 3.85 -2.54 0.35
H 4.13 -3.27 -0.95
H -4.46 -1.58 -1.37
H -5.52 -1.52 -0.28
H 0.76 -2.58 -0.03
H 1.71 -3.59 -0.64
H 1.79 -2.44 2.07
H 3.11 -3.18 1.95
H -1.57 -1.37 1.38
H -1.48 -1.69 -0.11
H -1.04 -1.74 -2.54
H -2.54 -1.90 -2.67
H 3.56 1.03 -1.01
H 4.77 0.11 -0.97
H 0.92 2.63 -2.98
H 0.40 3.47 -1.83
H -3.45 2.25 0.44
H -4.12 1.22 1.34
H 0.76 2.57 2.06
H 0.61 3.81 1.19
H 0.30 -1.76 2.37
H 0.03 -2.90 1.41
O -0.38 0.13 -1.38
O 2.59 4.02 -0.33
O -1.18 1.99 3.54
O -1.71 1.49 -1.61
O 3.71 -2.48 -0.60
O -4.70 -1.97 -0.52
O 1.54 -2.64 -0.59
O 2.73 -2.30 1.90
O -1.31 -0.98 0.53
O -1.85 -1.65 -2.04
O 4.40 0.89 -0.55
O 0.59 2.56 -2.08
O -3.51 1.30 0.60
O 0.12 3.04 1.50
O -0.41 -2.31 2.03
*
```

* LUMO: -0.136 eV

<c>
A 15-piece molecular cluster, H30O15 overall. Source: the Open Molecules 2025 dataset; level of theory: ωB97M-V/def2-TZVPD.

Geometry as ORCA input:
```
! RIJCOSX wB97M-V def2-TZVPD def2/J DEFGRID3
* xyz 0 1
O -2.50 -16.16 3.18
H -2.02 -16.97 3.36
H -2.31 -15.92 2.30
O -0.85 -15.89 5.41
H -1.04 -15.13 5.99
H -1.41 -15.90 4.62
O -1.70 -19.65 5.54
H -2.07 -20.50 5.44
H -1.30 -19.64 6.41
O 1.51 -17.48 5.31
H 2.16 -17.42 4.57
H 0.67 -17.10 5.00
O 2.24 -17.45 2.58
H 1.72 -18.27 2.61
H 3.16 -17.69 2.83
O -0.73 -18.37 3.39
H -0.76 -18.68 4.30
H -0.34 -19.09 2.87
O 2.17 -20.28 4.35
H 1.64 -20.18 5.14
H 1.63 -20.99 3.98
O -3.48 -17.72 5.98
H -4.30 -18.18 6.09
H -2.82 -18.42 5.69
O -1.64 -18.29 0.66
H -1.93 -17.53 0.14
H -1.68 -18.03 1.56
O -3.94 -18.77 3.07
H -4.02 -18.46 3.99
H -3.31 -19.49 3.03
O 0.63 -17.18 0.19
H 1.42 -17.73 0.27
H -0.13 -17.73 0.42
O 0.29 -15.48 2.68
H 0.82 -14.76 3.00
H 0.96 -16.14 2.58
O 0.88 -19.87 1.59
H 1.83 -20.14 1.39
H 0.44 -20.07 0.77
O 1.14 -19.76 6.78
H 1.18 -19.54 7.68
H 1.34 -18.92 6.32
O -2.11 -20.90 2.57
H -1.67 -21.46 1.91
H -1.64 -21.06 3.37
*
```

* LUMO: -0.449 eV

<d>
A 15-piece molecular cluster, H30O15 overall. Source: the Open Molecules 2025 dataset; level of theory: ωB97M-V/def2-TZVPD.

Geometry as ORCA input:
```
! RIJCOSX wB97M-V def2-TZVPD def2/J DEFGRID3
* xyz 0 1
H -0.27 0.49 1.11
H -0.16 -0.83 0.12
H -2.41 4.78 0.28
H -2.59 3.88 1.49
H -3.04 -2.28 -0.19
H -1.61 -2.50 -0.49
H 1.84 -1.31 2.76
H 0.86 -0.83 1.87
H 0.94 -2.90 -2.21
H 1.53 -3.27 -0.96
H 2.87 -2.08 0.78
H 1.85 -1.79 -0.44
H -3.08 0.20 4.07
H -2.74 -1.31 4.20
H 2.32 -0.12 -1.98
H 2.43 -0.89 -3.40
H -3.63 1.09 -0.12
H -4.03 -0.38 -0.06
H 0.64 2.02 -1.48
H 1.27 1.35 -2.72
H -1.05 0.85 2.57
H -2.29 1.16 1.86
H 4.09 -2.83 -0.79
H 2.87 -2.39 -1.56
H 1.04 -2.07 -3.61
H 0.47 -1.32 -2.44
H 3.60 3.26 1.99
H 2.45 2.27 1.94
H -1.52 3.56 -1.05
H -2.77 3.20 -1.86
O -0.05 0.11 0.21
O -1.91 4.28 0.95
O -2.20 -1.74 -0.43
O 1.06 -1.57 2.31
O 1.07 -3.67 -1.75
O 2.32 -1.37 0.26
O -2.53 -0.47 4.56
O 2.01 -0.89 -2.53
O -3.71 0.35 0.48
O 1.53 1.99 -1.95
O -1.81 1.49 2.57
O 3.34 -3.21 -1.20
O 0.46 -1.36 -3.42
O 2.60 3.20 2.05
O -2.10 3.84 -1.79
*
```

* LUMO: -0.369 eV

Top of the stability list: <c>, leading by 0.1262 hartree.